C33H34N6P2S3Sm | ωB97M-V/def2-TZVPD

XYZ file:
```
79
Properties=species:S:1:pos:R:3
Sm 0.02 -0.01 -0.03
C 5.12 0.33 -3.18
C 4.51 -0.70 -2.33
N 5.00 -1.86 -2.06
N 4.14 -2.49 -1.25
C 3.07 -1.73 -0.99
S 1.76 -2.14 -0.02
N 3.28 -0.56 -1.68
N 2.39 0.52 -1.68
H 6.06 -0.05 -3.56
H 5.31 1.24 -2.62
H 4.48 0.57 -4.03
H 4.33 -3.43 -0.92
H 2.88 1.36 -1.35
H 2.10 0.72 -2.65
C -1.22 -1.58 3.82
P -0.89 -0.18 2.68
C -0.33 1.09 3.88
C -2.61 0.34 2.24
C -3.30 1.21 3.08
C -4.63 1.51 2.86
C -5.29 0.99 1.76
C -4.60 0.18 0.88
C -3.27 -0.18 1.11
P -2.46 -1.42 0.00
C -3.01 -3.00 0.75
C -3.50 -1.41 -1.52
H -1.97 -1.28 4.55
H -0.29 -1.82 4.33
H -1.56 -2.46 3.30
H -0.87 0.97 4.82
H -0.48 2.10 3.50
H 0.73 0.93 4.09
H -2.80 1.64 3.93
H -5.16 2.14 3.56
H -6.33 1.21 1.59
H -5.12 -0.21 0.01
H -4.09 -2.95 0.93
H -2.51 -3.21 1.69
H -2.80 -3.81 0.05
H -4.45 -1.89 -1.31
H -2.99 -1.99 -2.29
H -3.66 -0.40 -1.88
S 1.75 6.46 3.29
C 2.68 6.20 4.69
C 3.00 4.89 4.89
C 2.48 4.06 3.89
C 1.78 4.75 2.92
C 1.10 4.26 1.76
C 1.13 2.89 1.40
N 0.49 2.38 0.35
C -0.23 3.21 -0.46
C -0.30 4.61 -0.19
C -1.07 5.45 -1.05
C -1.71 4.95 -2.12
C -1.64 3.56 -2.45
C -2.29 3.04 -3.56
C -2.22 1.67 -3.84
C -1.46 0.88 -2.96
N -0.84 1.35 -1.88
C -0.91 2.68 -1.61
C -2.89 1.08 -4.96
C -3.60 1.71 -5.96
C -4.13 0.82 -6.91
C -3.83 -0.48 -6.64
S -2.89 -0.66 -5.22
C 0.37 5.11 0.92
H 2.93 7.04 5.31
H 3.58 4.54 5.72
H 2.63 2.99 3.88
H 1.71 2.19 1.99
H -1.14 6.50 -0.80
H -2.31 5.59 -2.76
H -2.85 3.70 -4.21
H -1.35 -0.18 -3.16
H -3.74 2.77 -6.01
H -4.69 1.13 -7.77
H -4.12 -1.35 -7.19
H 0.33 6.16 1.14
```

As for the charge: +3. Its frontier orbital gap (spin up / spin down) is 5.45 / 6.17 eV. The calculation puts the energy above the lowest of the compared OMol25 structures with the same formula, charge and spin at 0.102 eV. As for the spin multiplicity: 6.

Mulliken charges, unit e, in atom order: number 1, Sm, carries 0.6056; number 2, C, carries -1.2781; number 3, C, carries 0.8663; number 4, N, carries -0.6256; number 5, N, carries 0.2362; number 6, C, carries 0.3604; number 7, S, carries -0.4555; number 8, N, carries 0.2973; number 9, N, carries -0.6089; number 10, H, carries 0.3527; number 11, H, carries 0.3384; number 12, H, carries 0.3345; number 13, H, carries 0.1821; number 14, H, carries 0.2916; number 15, H, carries 0.2984; number 16, C, carries -1.1266; number 17, P, carries 0.9535; number 18, C, carries -1.7376; number 19, C, carries 0.5080; number 20, C, carries -0.6233; number 21, C, carries -0.9033; number 22, C, carries -0.9100; number 23, C, carries -0.5964; number 24, C, carries 0.5011; number 25, P, carries 0.8931; number 26, C, carries -1.1128; number 27, C, carries -1.7439; number 28, H, carries 0.3980; number 29, H, carries 0.4719; number 30, H, carries 0.2279; number 31, H, carries 0.5468; number 32, H, carries 0.5217; number 33, H, carries 0.4267; number 34, H, carries 0.3943; number 35, H, carries 0.4617; number 36, H, carries 0.4619; number 37, H, carries 0.4017; number 38, H, carries 0.4053; number 39, H, carries 0.2343; number 40, H, carries 0.4599; number 41, H, carries 0.5369; number 42, H, carries 0.4879; number 43, H, carries 0.5011; number 44, S, carries -0.1499; number 45, C, carries -0.3427; number 46, C, carries -0.6619; number 47, C, carries -0.4844; number 48, C, carries 0.4535; number 49, C, carries 0.9083; number 50, C, carries -1.2376; number 51, N, carries 0.2394; number 52, C, carries 0.0031; number 53, C, carries 0.3893; number 54, C, carries -1.1111; number 55, C, carries -1.0701; number 56, C, carries 0.4800; number 57, C, carries -0.5127; number 58, C, carries 0.7795; number 59, C, carries -1.2954; number 60, N, carries 0.2624; number 61, C, carries 0.0749; number 62, C, carries 0.4307; number 63, C, carries -0.5175; number 64, C, carries -0.6173; number 65, C, carries -0.4161; number 66, S, carries -0.0779; number 67, C, carries -0.6088; number 68, H, carries 0.4843; number 69, H, carries 0.4336; number 70, H, carries 0.3723; number 71, H, carries 0.5895; number 72, H, carries 0.5080; number 73, H, carries 0.5057; number 74, H, carries 0.4574; number 75, H, carries 0.6238; number 76, H, carries 0.4297; number 77, H, carries 0.4410; number 78, H, carries 0.4678; number 79, H, carries 0.5338

C33H35AlAsBN6 | ωB97M-V/def2-TZVPD

XYZ file:
```
77
Properties=species:S:1:pos:R:3
Al -0.01 -0.50 0.27
C 3.66 -0.95 0.05
C 2.88 -0.88 1.32
C 3.30 -0.96 2.64
C 2.21 -0.62 3.43
C 2.10 -0.58 4.91
N 1.17 -0.37 2.61
N 1.58 -0.56 1.31
B -0.03 0.60 2.84
N 0.06 1.72 1.71
N 0.03 1.40 0.36
C 0.06 2.54 -0.34
C 0.04 2.52 -1.83
C 0.10 3.61 0.55
C 0.10 3.06 1.83
C 0.13 3.76 3.14
N -1.37 -0.15 2.59
N -1.61 -0.49 1.28
C -2.94 -0.58 1.11
C -3.53 -0.70 -0.25
C -3.55 -0.39 2.35
C -2.54 -0.10 3.25
C -2.63 0.21 4.70
H 4.33 -1.81 0.03
H 4.28 -0.06 -0.04
H 3.00 -0.99 -0.82
H 4.30 -1.19 2.99
H 3.04 -0.92 5.36
H 1.30 -1.23 5.25
H 1.90 0.42 5.28
H 0.00 1.08 3.93
H -0.01 1.49 -2.21
H 0.94 2.99 -2.24
H -0.82 3.07 -2.22
H 0.13 4.66 0.31
H 0.21 4.83 2.98
H 0.98 3.43 3.74
H -0.78 3.56 3.71
H -2.84 -1.16 -0.95
H -3.77 0.30 -0.63
H -4.46 -1.27 -0.24
H -4.61 -0.40 2.55
H -3.65 0.05 5.04
H -2.36 1.24 4.92
H -1.97 -0.44 5.28
C 0.06 -4.73 -4.91
C -0.95 -5.11 -4.04
C -1.05 -4.53 -2.78
C -0.12 -3.57 -2.41
C 0.88 -3.16 -3.28
C 0.98 -3.75 -4.53
As -0.12 -2.88 -0.63
C -1.40 -3.82 0.46
C -2.78 -3.84 0.36
C -3.52 -4.56 1.29
C -2.87 -5.24 2.31
C -1.49 -5.24 2.39
C -0.73 -4.54 1.46
C 0.75 -4.55 1.37
C 1.61 -5.30 2.16
C 2.96 -5.32 1.88
C 3.47 -4.63 0.79
C 2.62 -3.88 -0.02
C 1.28 -3.83 0.30
H 0.14 -5.19 -5.88
H -1.66 -5.87 -4.34
H -1.84 -4.84 -2.10
H 1.59 -2.39 -2.99
H 1.76 -3.45 -5.21
H -3.28 -3.33 -0.45
H -4.60 -4.59 1.21
H -3.45 -5.80 3.03
H -1.00 -5.82 3.17
H 1.22 -5.88 2.99
H 3.63 -5.91 2.50
H 4.53 -4.69 0.55
H 3.00 -3.38 -0.89
```

As for the charge: +2. Its frontier orbital gap is 7.61 eV. The calculation puts the energy above the lowest of the compared OMol25 structures with the same formula, charge and spin at 0.968 eV.

Mulliken charges, unit e, in atom order: number 1, Al, carries -0.5885; number 2, C, carries -1.5784; number 3, C, carries 0.8241; number 4, C, carries -1.1047; number 5, C, carries 0.7099; number 6, C, carries -1.4992; number 7, N, carries 0.9467; number 8, N, carries -0.1474; number 9, B, carries -0.8701; number 10, N, carries 0.8361; number 11, N, carries 0.5272; number 12, C, carries 0.6760; number 13, C, carries -1.3436; number 14, C, carries -1.1921; number 15, C, carries 0.9248; number 16, C, carries -1.3698; number 17, N, carries 0.4974; number 18, N, carries 0.3869; number 19, C, carries 0.6988; number 20, C, carries -1.5871; number 21, C, carries -1.1419; number 22, C, carries 0.8197; number 23, C, carries -1.4161; number 24, H, carries 0.4389; number 25, H, carries 0.3789; number 26, H, carries 0.2272; number 27, H, carries 0.5861; number 28, H, carries 0.4246; number 29, H, carries 0.2755; number 30, H, carries 0.2908; number 31, H, carries -0.1025; number 32, H, carries 0.1749; number 33, H, carries 0.3586; number 34, H, carries 0.3617; number 35, H, carries 0.5321; number 36, H, carries 0.3978; number 37, H, carries 0.2984; number 38, H, carries 0.2744; number 39, H, carries 0.2411; number 40, H, carries 0.3241; number 41, H, carries 0.4735; number 42, H, carries 0.5729; number 43, H, carries 0.4147; number 44, H, carries 0.2624; number 45, H, carries 0.3033; number 46, C, carries -0.5505; number 47, C, carries -0.8020; number 48, C, carries -0.2208; number 49, C, carries 0.7901; number 50, C, carries -0.3246; number 51, C, carries -0.8410; number 52, As, carries 1.5202; number 53, C, carries -0.2759; number 54, C, carries -0.2996; number 55, C, carries -0.9951; number 56, C, carries -0.9841; number 57, C, carries -0.5434; number 58, C, carries 0.3468; number 59, C, carries 0.9425; number 60, C, carries -0.7883; number 61, C, carries -0.9442; number 62, C, carries -0.8170; number 63, C, carries -1.0922; number 64, C, carries 0.1231; number 65, H, carries 0.4106; number 66, H, carries 0.4285; number 67, H, carries 0.3755; number 68, H, carries 0.3810; number 69, H, carries 0.4278; number 70, H, carries 0.6839; number 71, H, carries 0.4838; number 72, H, carries 0.4555; number 73, H, carries 0.4568; number 74, H, carries 0.4632; number 75, H, carries 0.4469; number 76, H, carries 0.5023; number 77, H, carries 0.7222

C33H35N4O2 | ωB97M-V/def2-TZVPD

XYZ file:
```
74
Properties=species:S:1:pos:R:3
C 4.87 -0.58 3.20
O 3.95 0.51 3.43
C 2.62 0.24 3.50
C 1.76 1.36 3.55
C 0.39 1.17 3.55
C -0.14 -0.13 3.55
N -1.52 -0.26 3.45
C -2.32 0.77 3.03
N -3.58 0.27 3.14
C -4.79 1.01 2.87
C -3.57 -1.08 3.50
C -2.28 -1.42 3.69
C 0.70 -1.25 3.56
C 2.09 -1.08 3.50
H 5.85 -0.12 3.26
H 4.78 -1.36 3.97
H 4.72 -1.02 2.20
H 2.18 2.36 3.55
H -0.31 2.00 3.53
H -4.51 1.98 2.43
H -5.42 0.45 2.16
H -5.36 1.18 3.80
H -4.46 -1.67 3.58
H -1.82 -2.35 3.98
H 0.28 -2.26 3.58
H 2.75 -1.94 3.44
C 5.87 4.77 -0.10
C 4.44 4.96 0.33
C 3.45 5.19 -0.63
C 2.12 5.44 -0.26
C 1.09 5.70 -1.31
C 1.80 5.42 1.10
N 0.47 5.71 1.52
C -0.65 4.97 1.24
C -0.60 3.59 0.78
C -1.82 3.09 0.15
C -2.15 1.78 0.22
C -3.39 1.25 -0.33
C -3.66 -0.14 -0.27
C -4.92 -0.63 -0.59
C -5.93 0.24 -1.04
C -5.64 1.60 -1.22
C -4.38 2.10 -0.89
O 0.42 2.89 1.00
N -1.66 5.51 1.95
C -3.01 4.98 2.06
C -1.22 6.66 2.59
C 0.10 6.78 2.34
C 2.75 5.13 2.08
C 2.36 5.01 3.51
C 4.07 4.89 1.67
H 6.51 4.65 0.78
H 5.98 3.89 -0.74
H 6.22 5.64 -0.67
H 3.71 5.21 -1.69
H 0.32 6.40 -0.98
H 1.59 6.13 -2.19
H 0.60 4.77 -1.64
H -2.39 3.84 -0.41
H -1.41 1.06 0.60
H -2.86 -0.81 0.05
H -5.12 -1.70 -0.48
H -6.92 -0.15 -1.27
H -6.40 2.27 -1.61
H -4.16 3.16 -1.05
H -3.53 5.59 2.82
H -3.56 5.07 1.11
H -3.01 3.93 2.40
H -1.89 7.25 3.19
H 0.81 7.50 2.69
H 3.22 4.66 4.09
H 2.03 5.97 3.94
H 1.55 4.28 3.65
H 4.82 4.65 2.44
```

As for the charge: +1. Its frontier orbital gap is 6.03 eV.

Mulliken charges, unit e, in atom order: number 1, C, carries -0.9026; number 2, O, carries -0.4652; number 3, C, carries 0.6557; number 4, C, carries -0.1764; number 5, C, carries 0.3869; number 6, C, carries 0.4436; number 7, N, carries 0.4981; number 8, C, carries -0.8152; number 9, N, carries 0.4506; number 10, C, carries -0.7804; number 11, C, carries -0.7760; number 12, C, carries -0.3932; number 13, C, carries -1.1522; number 14, C, carries -0.7497; number 15, H, carries 0.2438; number 16, H, carries 0.3512; number 17, H, carries 0.3726; number 18, H, carries 0.1917; number 19, H, carries 0.3095; number 20, H, carries 0.1269; number 21, H, carries 0.3231; number 22, H, carries 0.3378; number 23, H, carries 0.4778; number 24, H, carries 0.4198; number 25, H, carries 0.2186; number 26, H, carries 0.3024; number 27, C, carries -1.4999; number 28, C, carries 0.7277; number 29, C, carries -0.8900; number 30, C, carries 1.3626; number 31, C, carries -1.7479; number 32, C, carries -0.2521; number 33, N, carries 0.6958; number 34, C, carries -0.2606; number 35, C, carries 1.1045; number 36, C, carries -2.0061; number 37, C, carries 0.4940; number 38, C, carries 0.7127; number 39, C, carries -0.3146; number 40, C, carries -0.6234; number 41, C, carries -0.5112; number 42, C, carries -0.5995; number 43, C, carries -0.4732; number 44, O, carries -0.6511; number 45, N, carries 0.1866; number 46, C, carries -0.7155; number 47, C, carries -0.8314; number 48, C, carries -0.3338; number 49, C, carries 1.0823; number 50, C, carries -1.6489; number 51, C, carries -1.2301; number 52, H, carries 0.3721; number 53, H, carries 0.3369; number 54, H, carries 0.3570; number 55, H, carries 0.4722; number 56, H, carries 0.3189; number 57, H, carries 0.5564; number 58, H, carries 0.2606; number 59, H, carries 0.7597; number 60, H, carries 0.4564; number 61, H, carries 0.3777; number 62, H, carries 0.3940; number 63, H, carries 0.4019; number 64, H, carries 0.3986; number 65, H, carries 0.3117; number 66, H, carries 0.3351; number 67, H, carries 0.2913; number 68, H, carries 0.2756; number 69, H, carries 0.4670; number 70, H, carries 0.6229; number 71, H, carries 0.4665; number 72, H, carries 0.4351; number 73, H, carries 0.3348; number 74, H, carries 0.3214

One value per record, in order, for F_max: 1.45; 0.51; 3.73 eV Å⁻¹.
One value per record, in order, for E: -112680.232; -111833.825; -44836.888 eV.